A 8-piece molecular cluster, C45H91BCl2IN3O24P overall in a non-equilibrium geometry, computed with wB97M-V/def2-TZVPD.

The geometry in ORCA input format:
```
! RIJCOSX wB97M-V def2-TZVPD def2/J DEFGRID3
* xyz 1 1
C -1.347 -1.420 3.952
C -2.023 -1.576 2.594
C -2.962 -2.787 2.538
C -3.964 -2.737 1.377
C -3.317 -3.182 0.055
C -2.869 -1.997 -0.815
C -1.559 -2.242 -1.579
N -0.553 -1.228 -1.242
C -0.870 0.089 -1.855
C -1.340 1.148 -0.817
C -2.746 1.744 -1.001
C -2.781 3.158 -1.590
O -1.697 3.912 -1.053
C 0.203 0.646 -2.829
C -0.081 2.086 -3.242
C 0.571 2.486 -4.573
C -0.399 2.262 -5.719
Cl 0.349 2.606 -7.298
N 1.644 0.418 -2.364
B 2.643 1.641 -2.350
O 3.662 1.426 -3.215
C 2.475 2.909 -1.491
C 3.754 3.198 -0.652
C 1.754 -0.433 -1.120
C 1.498 0.320 0.185
C 2.726 0.460 1.045
O 3.761 -0.103 0.890
Cl 2.432 1.479 2.444
C 0.853 -1.680 -1.276
C 1.086 -2.626 -0.055
C 2.126 -3.750 0.006
C 1.789 -5.024 -0.783
I 4.164 -3.188 -0.323
P 1.247 -2.469 -2.927
N 2.641 -2.024 -3.464
H -0.676 -2.255 4.163
H -2.094 -1.388 4.747
H -0.765 -0.499 4.008
H -1.255 -1.669 1.815
H -2.596 -0.669 2.372
H -2.359 -3.694 2.431
H -3.476 -2.882 3.499
H -4.792 -3.404 1.621
H -4.366 -1.726 1.274
H -3.992 -3.836 -0.500
H -2.430 -3.776 0.295
H -3.662 -1.734 -1.519
H -2.707 -1.142 -0.157
H -1.160 -3.218 -1.296
H -1.742 -2.288 -2.661
H -1.725 -0.088 -2.516
H -0.647 1.984 -0.777
H -1.302 0.670 0.160
H -3.236 1.764 -0.027
H -3.368 1.110 -1.640
H -3.743 3.622 -1.359
H -2.706 3.133 -2.682
H -1.615 4.735 -1.549
H 0.143 0.080 -3.759
H 0.138 2.812 -2.464
H -1.167 2.116 -3.358
H 1.478 1.906 -4.782
H 0.885 3.530 -4.538
H -0.732 1.224 -5.751
H -1.264 2.918 -5.639
H 2.104 -0.196 -3.069
H 4.485 1.002 -2.950
H 2.392 3.730 -2.218
H 1.575 2.969 -0.884
H 4.389 2.325 -0.496
H 4.361 3.956 -1.143
H 3.490 3.585 0.329
H 2.786 -0.794 -1.124
H 0.774 -0.237 0.785
H 1.043 1.291 0.066
H 0.131 -3.124 0.121
H 1.237 -1.997 0.822
H 2.166 -4.015 1.059
H 2.002 -5.903 -0.178
H 2.349 -5.123 -1.713
H 0.725 -5.049 -1.031
H 0.190 -1.924 -3.670
H 0.840 -3.804 -2.845
H 3.317 -2.719 -3.746
C 5.985 -5.064 -3.330
O 6.002 -5.938 -4.460
C 4.785 -6.281 -4.882
O 3.744 -5.890 -4.408
O 4.911 -7.114 -5.906
C 3.673 -7.571 -6.468
H 7.021 -4.833 -3.103
H 5.438 -4.152 -3.568
H 5.513 -5.554 -2.480
H 3.093 -6.731 -6.842
H 3.093 -8.109 -5.720
H 3.956 -8.232 -7.280
C 1.293 8.058 -0.508
O 0.889 8.351 -1.854
C 1.045 7.359 -2.716
O 1.500 6.266 -2.466
O 0.624 7.757 -3.915
C 0.806 6.786 -4.952
H 1.105 8.968 0.052
H 0.705 7.236 -0.102
H 2.350 7.802 -0.475
H 0.249 5.879 -4.719
H 1.861 6.544 -5.072
H 0.417 7.240 -5.857
C 4.728 -5.817 5.658
O 3.852 -4.992 4.877
C 4.327 -3.778 4.610
O 5.389 -3.337 4.961
O 3.421 -3.128 3.872
C 3.815 -1.803 3.495
H 4.203 -6.759 5.779
H 5.669 -5.977 5.135
H 4.929 -5.370 6.629
H 4.719 -1.825 2.891
H 3.974 -1.181 4.374
H 2.980 -1.424 2.914
C -4.641 -2.382 9.246
O -4.537 -2.257 7.819
C -5.662 -2.534 7.164
O -6.708 -2.865 7.656
O -5.433 -2.381 5.855
C -6.567 -2.651 5.026
H -3.658 -2.127 9.627
H -5.393 -1.697 9.632
H -4.907 -3.400 9.519
H -7.391 -1.977 5.252
H -6.901 -3.680 5.146
H -6.220 -2.488 4.009
C -1.463 6.509 0.818
O -1.731 7.736 0.132
C -0.857 8.720 0.356
O 0.119 8.653 1.057
O -1.262 9.780 -0.339
C -0.453 10.955 -0.179
H -2.259 5.836 0.519
H -0.495 6.107 0.518
H -1.474 6.649 1.897
H 0.567 10.762 -0.506
H -0.447 11.273 0.861
H -0.917 11.708 -0.808
C -4.387 9.720 -0.274
O -5.632 10.163 -0.834
C -6.237 9.263 -1.603
O -5.834 8.151 -1.841
O -7.366 9.795 -2.066
C -8.128 8.932 -2.916
H -4.025 10.552 0.322
H -4.550 8.845 0.352
H -3.679 9.477 -1.062
H -8.424 8.032 -2.379
H -7.550 8.653 -3.795
H -9.001 9.510 -3.201
C 3.179 -12.940 3.785
O 2.619 -11.763 3.185
C 2.923 -10.631 3.812
O 3.604 -10.526 4.799
O 2.344 -9.618 3.160
C 2.596 -8.338 3.744
H 2.843 -13.764 3.164
H 4.266 -12.883 3.791
H 2.818 -13.055 4.805
H 3.664 -8.124 3.749
H 2.212 -8.296 4.762
H 2.074 -7.620 3.119
*
```

LUMO = -2.06 eV
E_tot = -144854.8927 eV
Gap between HOMO and LUMO = 9.20 eV
Maximum force = 6.98 eV/A